{
  "formula": "C38H44B2IN8O4Ti",
  "method": "ωB97M-V/def2-TZVPD",
  "relative_energy_kcal_mol": 0.00,
  "max_force_ev_per_a": 0.26,
  "total_charge": 1,
  "orbital_gap_ev": 7.682,
  "energy_ha": -3410.3809,
  "symbols": ["Ti", "C", "C", "N", "C", "C", "C", "O", "C", "C", "N", "C", "C", "C", "C", "C", "C", "I", "C", "O", "H", "H", "H", "H", "H", "H", "H", "H", "H", "H", "H", "H", "C", "C", "C", "C", "C", "C", "N", "N", "B", "N", "C", "C", "C", "N", "C", "C", "C", "N", "C", "C", "C", "N", "C", "C", "C", "H", "H", "H", "H", "H", "H", "H", "H", "H", "H", "H", "H", "H", "H", "H", "H", "H", "H", "H", "H", "H", "H", "H", "H", "H", "H", "H", "H", "O", "B", "O", "C", "C", "C", "C", "C", "C", "H", "H", "H", "H"],
  "positions_angstrom": [[0.047, -0.868, 0.457], [-2.725, -0.200, 3.000], [-2.491, 1.224, 2.587], [-3.232, 2.164, 3.149], [-3.002, 3.443, 2.849], [-1.986, 3.867, 2.010], [-1.761, 5.351, 1.772], [-2.675, 6.172, 2.461], [-1.189, 2.890, 1.395], [-0.059, 3.297, 0.543], [0.727, 2.460, 0.006], [1.800, 2.878, -0.793], [1.797, 4.024, -1.585], [2.884, 4.328, -2.390], [3.988, 3.488, -2.427], [4.001, 2.328, -1.664], [2.907, 2.038, -0.872], [2.895, 0.257, 0.235], [-1.486, 1.552, 1.666], [-0.798, 0.545, 1.096], [-3.392, -0.206, 3.858], [-1.786, -0.690, 3.270], [-3.182, -0.782, 2.198], [-3.658, 4.168, 3.312], [-1.900, 5.574, 0.712], [-0.730, 5.620, 2.026], [-2.394, 6.274, 3.375], [0.099, 4.372, 0.425], [0.922, 4.661, -1.595], [2.862, 5.220, -3.001], [4.834, 3.724, -3.057], [4.849, 1.657, -1.700], [0.547, 1.694, 4.488], [1.471, 0.941, 3.524], [2.930, 1.182, 3.916], [1.157, -0.527, 3.536], [1.094, -1.349, 4.664], [0.720, -2.589, 4.193], [0.586, -2.518, 2.866], [0.863, -1.254, 2.443], [0.050, -3.596, 1.905], [0.993, -3.711, 0.708], [1.678, -4.781, 0.296], [2.339, -4.454, -0.866], [2.002, -3.123, -1.123], [1.186, -2.670, -0.152], [2.448, -2.352, -2.332], [1.847, -2.976, -3.596], [3.976, -2.327, -2.430], [-1.353, -3.183, 1.354], [-2.500, -3.831, 1.540], [-3.469, -3.277, 0.725], [-2.839, -2.248, 0.032], [-1.547, -2.191, 0.430], [-3.429, -1.392, -1.058], [-3.386, 0.108, -0.764], [-4.863, -1.825, -1.356], [0.707, 2.769, 4.391], [-0.505, 1.486, 4.294], [0.760, 1.418, 5.522], [1.305, 1.317, 2.512], [3.115, 0.810, 4.926], [3.622, 0.682, 3.240], [3.150, 2.250, 3.906], [1.288, -1.072, 5.686], [0.541, -3.516, 4.710], [-0.053, -4.636, 2.482], [1.641, -5.701, 0.854], [2.971, -5.091, -1.458], [2.100, -1.322, -2.244], [2.257, -3.976, -3.754], [0.764, -3.060, -3.525], [2.093, -2.369, -4.468], [4.369, -3.336, -2.565], [4.282, -1.732, -3.292], [4.434, -1.903, -1.537], [-2.550, -4.661, 2.225], [-4.492, -3.593, 0.631], [-2.823, -1.576, -1.947], [-3.910, 0.346, 0.165], [-2.368, 0.490, -0.694], [-3.881, 0.646, -1.573], [-5.513, -1.652, -0.495], [-5.255, -1.242, -2.189], [-4.921, -2.879, -1.628], [0.643, 0.766, -2.401], [0.069, -0.305, -1.736], [-0.642, -1.105, -2.631], [-0.484, -0.511, -3.870], [-0.975, -0.914, -5.090], [-0.631, -0.123, -6.185], [0.165, 1.011, -6.043], [0.653, 1.406, -4.799], [0.304, 0.615, -3.730], [-1.587, -1.800, -5.193], [-0.990, -0.397, -7.167], [0.411, 1.597, -6.917], [1.273, 2.283, -4.673]],
  "forces_ev_per_angstrom": [[-0.05, 0.23, -0.10], [-0.01, 0.02, 0.00], [0.03, -0.08, -0.01], [-0.02, 0.03, 0.01], [0.01, -0.03, 0.00], [-0.03, 0.04, 0.00], [-0.01, -0.02, 0.02], [0.00, 0.01, 0.01], [0.09, -0.03, -0.07], [0.00, 0.04, 0.02], [-0.01, -0.05, 0.01], [0.03, 0.07, -0.04], [-0.04, -0.01, 0.04], [0.02, 0.00, -0.01], [-0.01, 0.00, 0.01], [-0.01, 0.04, -0.02], [0.00, -0.13, 0.09], [0.02, 0.06, -0.06], [0.05, 0.07, 0.09], [-0.08, -0.16, -0.18], [0.00, 0.00, 0.00], [0.00, -0.01, 0.00], [0.00, -0.01, 0.00], [0.00, 0.01, -0.01], [0.00, 0.00, 0.00], [0.00, 0.00, 0.00], [0.00, 0.00, -0.02], [-0.02, 0.00, 0.01], [0.01, 0.01, -0.01], [0.01, 0.00, 0.00], [0.00, 0.00, 0.00], [0.00, 0.00, 0.00], [0.00, -0.02, -0.03], [-0.03, -0.02, -0.01], [0.01, 0.01, 0.00], [0.00, 0.01, 0.00], [-0.03, -0.02, 0.01], [0.02, 0.00, 0.01], [-0.01, -0.04, -0.02], [0.02, -0.02, 0.05], [0.04, 0.07, 0.00], [-0.01, -0.01, 0.04], [-0.02, -0.01, -0.03], [0.01, 0.00, 0.03], [0.02, -0.03, -0.03], [0.00, -0.02, -0.02], [0.00, 0.01, 0.03], [0.01, 0.01, 0.00], [-0.02, 0.01, -0.01], [-0.04, -0.05, 0.03], [0.01, 0.00, -0.03], [-0.03, 0.02, 0.00], [0.05, -0.02, -0.01], [0.00, 0.04, 0.07], [-0.01, 0.00, 0.00], [-0.01, -0.02, 0.00], [0.02, 0.00, 0.00], [0.00, 0.00, 0.01], [0.00, 0.01, 0.00], [0.00, 0.00, 0.00], [-0.01, 0.00, 0.01], [0.01, 0.01, 0.00], [0.01, 0.00, 0.01], [0.02, 0.00, -0.01], [0.00, 0.01, 0.00], [0.00, -0.01, -0.01], [0.00, 0.00, 0.00], [-0.01, 0.00, 0.01], [0.01, 0.00, 0.00], [0.01, 0.00, 0.00], [0.00, 0.00, 0.00], [-0.01, 0.00, 0.00], [0.00, 0.00, 0.00], [0.00, 0.00, 0.00], [0.01, 0.00, 0.00], [0.00, 0.00, 0.00], [0.01, -0.01, 0.00], [0.00, 0.00, 0.00], [0.00, 0.00, 0.00], [0.00, 0.01, 0.00], [0.00, 0.00, -0.01], [0.00, 0.00, 0.00], [-0.01, 0.00, -0.01], [0.00, 0.00, 0.00], [-0.01, 0.00, 0.00], [0.00, -0.02, 0.01], [0.00, -0.03, 0.09], [0.02, 0.02, 0.03], [0.01, -0.03, -0.01], [-0.01, -0.01, -0.02], [0.00, 0.01, 0.00], [0.00, 0.00, 0.02], [0.01, 0.02, -0.02], [0.00, 0.00, 0.01], [0.00, 0.00, 0.00], [0.00, 0.00, 0.00], [0.00, 0.00, 0.00], [0.00, 0.00, 0.00]],
  "mulliken_charge": [-1.764, -0.576, 0.831, -0.720, -0.947, 0.709, -0.914, -0.583, -0.239, -0.904, 0.553, -0.045, -0.781, -0.922, -0.633, -0.672, 0.659, 0.167, 0.331, 0.406, 0.524, -0.033, 0.012, 0.569, 0.371, 0.381, 0.344, 0.563, 0.481, 0.407, 0.417, 0.460, -1.649, 2.820, -1.855, -0.227, -0.986, -0.613, -0.096, 1.318, 0.066, 0.112, -0.660, -1.023, -0.387, 0.663, 2.611, -1.788, -1.644, -0.108, -0.752, -0.939, -0.541, 1.041, 1.948, -1.022, -2.056, 0.391, 0.331, 0.438, -1.374, 0.403, 0.353, 0.431, 0.596, 0.525, -0.126, 0.513, 0.619, -1.034, 0.441, 0.302, 0.409, 0.339, 0.433, 0.340, 0.558, 0.628, -0.379, 0.361, -0.211, 0.592, 0.420, 0.461, 0.444, 0.091, 1.258, 0.283, 0.490, -0.977, -0.798, -0.657, -1.301, 0.744, 0.559, 0.432, 0.462, 0.527]
}